Formula: C43H77F3I2N12O4P
Source: the OMol25 dataset
Level of theory: wB97M-V/def2-TZVPD

Geometry as XYZ:
```
142
C43H77F3I2N12O4P, DFT wB97M-V/def2-TZVPD
C 4.848 -2.003 1.920
C 3.519 -1.789 1.199
C 2.715 -0.677 1.888
N 1.997 0.180 0.908
N 0.592 0.239 1.252
C -0.232 0.604 0.244
N 0.218 0.530 -1.047
C 0.406 -0.836 -1.538
P 1.019 -0.740 -3.250
O 1.096 0.660 -3.695
O 0.062 -1.613 -4.169
O 2.406 -1.488 -3.349
N -1.488 0.940 0.538
C -2.485 1.188 -0.526
C -2.422 2.616 -1.120
O -3.474 3.435 -0.715
C -2.271 2.585 -2.669
F -2.647 1.394 -3.206
F -3.022 3.535 -3.258
F -0.977 2.804 -3.004
C -1.895 1.069 1.901
I -2.162 3.059 2.530
C -2.037 -0.013 2.680
C -1.809 -1.410 2.179
I -2.538 0.147 4.687
H 5.432 -2.797 1.468
H 4.644 -2.246 2.962
H 5.411 -1.071 1.920
H 2.934 -2.706 1.248
H 3.686 -1.516 0.160
H 1.981 -1.109 2.560
H 3.379 -0.057 2.487
H 2.339 1.131 0.992
H 0.451 0.833 2.081
H -0.262 1.143 -1.692
H -0.472 -1.477 -1.459
H 1.193 -1.301 -0.942
H -0.796 -1.739 -3.737
H 3.062 -1.060 -2.783
H -2.328 0.423 -1.279
H -3.456 1.060 -0.060
H -1.517 3.093 -0.748
H -4.311 3.130 -1.082
H -0.762 -1.667 2.341
H -2.432 -2.111 2.725
H -2.015 -1.482 1.115
C 3.595 3.059 5.610
C 3.131 4.128 4.628
C 1.604 4.183 4.517
C 1.104 2.890 4.073
N 0.732 1.861 3.721
H 3.280 2.064 5.287
H 4.682 3.049 5.683
H 3.192 3.238 6.609
H 3.558 3.924 3.644
H 3.496 5.109 4.933
H 1.283 4.944 3.804
H 1.143 4.416 5.479
C -3.051 7.129 2.779
C -4.086 7.134 3.895
C -3.491 7.654 5.210
C -2.370 6.804 5.618
N -1.504 6.119 5.938
H -2.218 6.472 3.042
H -3.479 6.764 1.845
H -2.652 8.128 2.597
H -4.464 6.122 4.051
H -4.940 7.752 3.615
H -4.235 7.654 6.006
H -3.126 8.675 5.092
C 1.854 -1.409 -7.146
C 2.218 0.066 -7.254
C 1.603 0.741 -8.484
C 2.061 0.113 -9.724
N 2.424 -0.402 -10.684
H 2.230 -1.981 -7.996
H 2.286 -1.838 -6.241
H 0.772 -1.543 -7.097
H 3.304 0.173 -7.291
H 1.876 0.591 -6.360
H 1.871 1.797 -8.518
H 0.514 0.674 -8.450
C 4.977 -0.486 8.403
C 3.517 -0.096 8.596
C 2.551 -0.993 7.812
C 2.806 -0.918 6.374
N 3.016 -0.844 5.245
H 5.282 -0.383 7.361
H 5.626 0.153 9.001
H 5.152 -1.519 8.708
H 3.372 0.942 8.292
H 3.258 -0.157 9.654
H 1.518 -0.690 7.989
H 2.655 -2.033 8.124
C 3.995 -4.353 -5.644
C 5.365 -3.695 -5.537
C 6.074 -4.009 -4.213
C 5.297 -3.530 -3.071
N 4.652 -3.157 -2.198
H 3.317 -3.988 -4.870
H 3.540 -4.133 -6.609
H 4.071 -5.438 -5.548
H 5.261 -2.614 -5.644
H 6.001 -4.036 -6.355
H 7.056 -3.536 -4.179
H 6.217 -5.085 -4.101
C -5.091 -1.667 0.010
C -5.276 -3.113 -0.424
C -3.974 -3.922 -0.378
C -2.964 -3.357 -1.272
N -2.158 -2.910 -1.958
H -4.410 -1.142 -0.665
H -6.044 -1.136 -0.004
H -4.690 -1.613 1.023
H -5.687 -3.143 -1.435
H -5.997 -3.598 0.232
H -4.159 -4.954 -0.676
H -3.574 -3.928 0.635
C -1.414 -6.309 3.273
C -2.411 -6.387 4.423
C -3.868 -6.458 3.948
C -4.232 -5.273 3.173
N -4.519 -4.338 2.570
H -1.559 -5.402 2.682
H -0.393 -6.293 3.651
H -1.512 -7.168 2.607
H -2.287 -5.521 5.076
H -2.206 -7.272 5.025
H -4.549 -6.529 4.796
H -4.024 -7.336 3.319
C -2.291 3.548 -6.453
C -3.172 2.337 -6.735
C -3.452 2.138 -8.229
C -4.150 3.293 -8.794
N -4.695 4.201 -9.237
H -2.770 4.473 -6.778
H -2.090 3.639 -5.393
H -1.332 3.463 -6.968
H -4.121 2.443 -6.203
H -2.689 1.437 -6.349
H -4.069 1.255 -8.392
H -2.519 1.999 -8.777
```

Values from the calculation:
Orbital gap in eV: 9.0
Net charge: +1

***

Formula: Cl2H3N2P
Source: the OMol25 dataset
Level of theory: wB97M-V/def2-TZVPD

Geometry as XYZ:
```
8
Cl2H3N2P, DFT wB97M-V/def2-TZVPD
N -0.009 0.087 -1.612
N -0.014 -0.319 0.969
P -0.926 0.034 -0.342
Cl -1.697 1.737 0.396
Cl -2.579 -1.124 -0.243
H -0.587 0.349 -2.810
H 0.500 -1.124 0.843
H -0.703 -0.468 1.683
```

Values from the calculation:
Orbital gap in eV: 10.3

***

Formula: C5H10N2O
Source: the OMol25 dataset
Level of theory: wB97M-V/def2-TZVPD

Geometry as XYZ:
```
18
C5H10N2O, DFT wB97M-V/def2-TZVPD
C 2.905 -0.514 -0.158
C 1.461 0.075 -0.203
O 1.035 0.982 -0.890
N 0.606 -0.505 0.773
N -0.719 -0.198 0.893
C -1.272 1.171 0.670
C -1.434 -0.020 -0.344
C -2.661 -0.791 -0.677
H 3.692 0.187 0.191
H 3.265 -0.836 -1.080
H 2.920 -1.268 0.685
H 0.899 -1.005 1.591
H -0.605 2.061 0.444
H -2.238 1.151 1.207
H -0.505 0.206 -1.051
H -2.337 -1.599 -1.410
H -3.429 -0.155 -1.170
H -3.148 -1.195 0.323
```

Values from the calculation:
SMILES: CC(=O)NN1C[C@@H]1C
Orbital gap in eV: 9.7

***

Formula: C51H55CaO2S2
Source: the OMol25 dataset
Level of theory: wB97M-V/def2-TZVPD

Geometry as XYZ:
```
111
C51H55CaO2S2, DFT wB97M-V/def2-TZVPD
Ca -1.139 0.156 0.852
C -3.456 0.167 1.573
C -2.805 -0.824 2.366
C -2.162 -0.113 3.443
C -2.445 1.266 3.256
C -3.251 1.447 2.127
C -3.829 2.747 1.604
C -4.002 2.692 0.087
C -2.934 3.932 1.963
C -5.208 2.962 2.249
C -1.260 -0.526 4.616
C -0.540 -1.861 4.464
C -0.154 0.519 4.840
C -2.125 -0.580 5.884
C -3.083 -2.313 2.084
C -1.836 -3.057 1.579
C -3.670 -3.002 3.319
C -4.121 -2.472 0.963
H -4.165 -0.062 0.793
H -2.099 2.053 3.905
H -3.044 2.526 -0.423
H -4.404 3.635 -0.291
H -4.682 1.895 -0.217
H -1.917 3.815 1.577
H -2.861 4.060 3.043
H -3.345 4.854 1.550
H -5.887 2.146 2.000
H -5.658 3.897 1.906
H -5.119 3.006 3.334
H 0.110 -1.869 3.582
H -1.206 -2.719 4.396
H 0.100 -2.018 5.335
H 0.429 0.699 3.930
H 0.533 0.166 5.612
H -0.539 1.483 5.165
H -2.863 -1.381 5.823
H -2.663 0.357 6.023
H -1.510 -0.753 6.771
H -1.000 -3.018 2.265
H -1.498 -2.654 0.609
H -2.056 -4.109 1.378
H -2.950 -3.126 4.129
H -4.039 -3.995 3.057
H -4.505 -2.420 3.709
H -3.817 -2.004 0.023
H -5.086 -2.054 1.249
H -4.261 -3.534 0.757
C -3.775 0.237 -7.071
C -3.032 0.389 -5.776
C -3.260 1.472 -4.941
C -2.565 1.611 -3.743
C -1.630 0.648 -3.408
C -1.379 -0.459 -4.220
C -2.088 -0.575 -5.395
S -0.787 0.824 -1.888
O -0.851 -0.560 -1.216
C 0.905 1.168 -2.348
C 1.039 2.440 -2.952
C 2.273 2.893 -3.295
C 3.424 2.107 -3.040
C 4.718 2.578 -3.383
C 5.822 1.823 -3.128
C 5.685 0.557 -2.511
C 4.454 0.082 -2.171
C 3.281 0.846 -2.429
C 1.975 0.367 -2.065
C 1.927 -1.016 -1.494
C 2.013 -2.099 -2.422
C 2.057 -1.871 -3.827
C 2.132 -2.914 -4.700
C 2.172 -4.248 -4.224
C 2.135 -4.495 -2.887
C 2.057 -3.427 -1.953
C 2.013 -3.682 -0.562
C 1.918 -2.652 0.323
C 1.891 -1.322 -0.158
S 1.661 -0.154 1.172
O 0.947 1.095 0.630
C 3.254 0.395 1.659
C 3.830 1.443 0.948
C 5.093 1.866 1.321
C 5.776 1.264 2.376
C 7.140 1.745 2.781
C 5.160 0.227 3.071
C 3.891 -0.212 2.729
H -4.587 0.956 -7.149
H -4.195 -0.765 -7.162
H -3.107 0.391 -7.919
H -3.999 2.213 -5.216
H -2.764 2.444 -3.083
H -0.667 -1.217 -3.927
H -1.921 -1.431 -6.038
H 0.165 3.052 -3.139
H 2.386 3.863 -3.760
H 4.810 3.548 -3.854
H 6.803 2.187 -3.398
H 6.564 -0.037 -2.305
H 4.370 -0.885 -1.693
H 2.032 -0.857 -4.205
H 2.166 -2.723 -5.764
H 2.237 -5.068 -4.926
H 2.167 -5.509 -2.511
H 2.037 -4.704 -0.207
H 1.844 -2.848 1.385
H 3.291 1.928 0.151
H 5.557 2.684 0.784
H 7.556 2.425 2.041
H 7.831 0.911 2.904
H 7.091 2.274 3.733
H 5.673 -0.235 3.905
H 3.411 -1.002 3.292
```

Values from the calculation:
Orbital gap in eV: 6.8
Net charge: +1

***

no.,energy (Eh)
1,-3878.860180
2,-1373.058620
3,-381.151017
4,-3600.738868